No. 1
28
Properties=species:S:1:pos:R:3:lowdin_spin:R:1 method="wB97M-V/def2-TZVPD" homo_lumo_gap_ev="12.755 / 3.604" spin_multiplicity=2 total_charge=+3
H 2.676 -0.584 2.255 0.005
O 1.925 0.300 -1.551 0.135
O 2.370 -0.447 1.358 0.369
O -1.604 1.692 1.570 0.002
H -0.276 2.068 -2.564 0.000
O -0.657 1.709 -1.763 0.036
H 1.845 1.155 -1.974 0.000
H -1.588 1.927 -1.821 0.000
H 2.213 2.389 0.951 0.000
O -0.812 -1.184 2.083 0.009
H 1.096 -2.979 -0.645 0.001
H -1.423 -1.865 -2.567 0.001
H -0.524 -1.735 2.811 0.000
H -3.011 -0.823 -0.973 0.000
H 0.866 2.955 1.347 0.003
H 0.086 -1.765 -2.639 -0.001
H -2.505 1.978 1.423 0.000
O -0.661 -1.552 -2.080 0.097
H 2.499 -1.293 0.929 0.001
H 1.363 -2.957 0.845 0.000
H 2.774 -0.032 -1.841 0.000
O 1.108 -2.395 0.113 0.102
O 1.284 2.365 0.719 0.244
Sr -0.044 0.105 0.091 -0.003
H -1.439 1.885 2.493 0.000
H -3.231 0.486 -0.245 0.000
O -2.561 -0.171 -0.435 0.000
H -1.767 -1.229 2.112 0.000

***

No. 2
82
Properties=species:S:1:pos:R:3:mulliken_charge:R:1 method="wB97M-V/def2-TZVPD" homo_lumo_gap_ev=6.198 spin_multiplicity=1 total_charge=-1
H 5.142 4.878 0.614 0.323
H 1.884 -1.392 2.714 0.225
H 1.607 -4.588 2.678 0.296
N -3.458 -1.493 0.916 -0.447
H 0.088 -2.994 1.821 0.168
H -0.672 -0.871 -1.067 -0.165
O -0.919 4.542 0.206 -0.728
H -7.930 0.784 0.164 0.271
H 4.063 2.175 -0.549 0.308
H 0.763 -3.305 0.355 0.265
H 3.585 -4.654 -3.558 0.321
H 0.713 3.830 -3.729 0.275
O 1.360 2.454 -1.201 -0.263
H -6.575 -2.935 -0.253 0.315
O 6.123 -1.780 -2.516 -0.636
H -7.859 -4.522 3.066 0.308
H -1.731 4.047 0.035 0.348
O -7.930 -3.832 3.732 -0.665
H 6.117 5.664 -0.253 0.285
H -3.011 7.029 0.779 0.295
O -6.192 -1.427 3.096 -0.707
O 6.589 -0.520 0.842 -0.610
H -2.224 5.748 1.014 0.422
H -7.260 -3.187 3.463 0.401
H 1.848 3.963 -4.733 0.264
H -4.807 -1.036 -0.725 0.311
C 1.669 -0.312 0.806 -0.066
O -1.783 2.459 -1.823 -0.632
O 0.261 -0.380 -3.413 -0.490
H 7.259 1.609 -2.853 0.282
H 2.408 -0.965 0.319 0.237
O 6.923 1.133 -2.088 -0.645
H 0.522 2.644 -1.636 0.129
H -1.318 0.785 1.899 0.303
H 1.774 0.726 0.473 0.104
H -4.242 0.220 2.976 0.297
O 5.430 4.992 -0.300 -0.611
H -1.309 -0.740 2.835 0.381
C -1.484 -0.301 1.843 -0.235
H 6.733 -0.129 -0.026 0.335
H 5.529 1.818 2.128 0.322
H 0.064 -3.950 -2.015 0.263
O 4.352 2.282 -1.467 -0.730
O -7.274 0.271 0.648 -0.613
H -2.705 -2.146 0.672 0.090
H -6.917 0.892 1.294 0.310
O 4.761 2.393 2.232 -0.627
H -4.815 0.566 1.342 -0.144
H -1.473 1.554 -1.655 0.283
O -5.282 -0.833 -1.546 -0.666
H 3.042 -0.088 2.518 0.189
H -2.480 2.347 -2.478 0.261
H 6.039 1.508 -1.917 0.503
H -5.513 -1.416 2.405 0.356
H -3.492 1.551 2.103 0.417
O 2.184 -4.027 2.149 -0.570
H 2.890 -5.972 -3.880 0.309
C -3.929 0.559 1.980 -1.056
H -6.118 -0.468 -1.236 0.311
C -2.935 -0.492 1.521 0.493
H -5.293 -3.087 0.549 0.321
H 1.993 2.403 -1.928 0.230
H -0.216 3.916 -0.013 0.245
H 2.929 -4.594 1.925 0.250
H 6.294 -0.898 -2.155 0.281
N -0.066 -2.956 0.820 -0.465
C 1.993 -0.372 2.326 -1.071
H 4.144 1.865 2.753 0.291
O -6.175 -3.472 0.439 -0.651
O -2.908 6.308 1.408 -0.635
H 1.033 -0.942 -3.527 0.231
H 1.381 -3.939 -2.791 0.326
H 5.036 2.963 -1.416 0.317
H 6.162 -1.363 0.653 0.309
H 1.316 0.261 2.912 0.272
H 6.912 -2.283 -2.292 0.312
O 2.896 -5.252 -3.242 -0.661
O 1.571 3.458 -3.962 -0.585
H -7.015 -1.279 2.613 0.318
H -0.480 -0.944 -3.658 0.272
Al -0.203 -1.067 0.449 -0.610
O 0.611 -3.394 -2.582 -0.564

***

No. 3
17
Properties=species:S:1:pos:R:3:mulliken_charge:R:1 method="wB97M-V/def2-TZVPD" smiles="O=Cc1c(O)cc(O)cc1O" homo_lumo_gap_ev=8.950 de_lowest_kcal_mol=48.60 spin_multiplicity=1
C 1.304 -1.072 0.681 0.776
O 2.337 -1.858 0.973 -0.581
O -2.015 0.094 1.684 -0.507
C 1.517 -0.320 -0.553 -0.400
C 0.119 -1.013 1.358 -0.823
H -2.703 1.696 -0.217 0.287
H -0.312 1.366 -2.509 0.406
C -0.806 0.343 -0.404 -0.229
H 3.269 -1.342 0.561 0.391
H 2.397 -0.528 -1.153 0.267
H -0.069 -1.506 2.289 0.309
H -1.904 -0.482 2.494 0.303
C -0.866 -0.175 0.893 0.813
O -1.646 2.103 -1.879 -0.632
C 0.450 0.308 -1.108 -0.027
C -1.756 1.326 -0.857 0.270
O 0.683 1.061 -2.252 -0.624

***

No. 4
21
Properties=species:S:1:pos:R:3:mulliken_charge:R:1 method="wB97M-V/def2-TZVPD" smiles="CCSc1sc2nc(=O)sn2c1C" homo_lumo_gap_ev=7.722 de_lowest_kcal_mol=0.58 spin_multiplicity=1
H 4.023 -0.274 -0.804 0.308
C -0.770 1.048 0.392 0.246
N -3.363 -1.229 -0.243 -0.584
H 3.728 -1.899 -1.438 0.333
C -2.171 -0.761 0.038 0.499
C -4.308 -0.346 -0.407 0.541
C 0.206 -0.210 0.529 0.485
N -2.005 0.589 0.124 0.019
H 2.503 -0.638 -1.632 0.297
H 3.414 -1.784 1.063 0.373
H 1.912 -2.253 0.232 0.248
O -5.465 -0.372 -0.643 -0.483
C -0.375 2.458 0.491 -1.412
S -3.450 1.430 -0.160 -0.204
C 3.263 -1.038 -0.963 -1.021
S -0.742 -1.651 0.321 -0.215
S 1.791 -0.065 1.187 -0.098
H -0.621 2.859 1.475 0.288
H -0.913 3.042 -0.257 0.394
H 0.697 2.552 0.337 0.397
C 2.649 -1.460 0.358 -0.412

***

No. 5
41
Properties=species:S:1:pos:R:3:mulliken_charge:R:1 method="wB97M-V/def2-TZVPD" homo_lumo_gap_ev=1.407 spin_multiplicity=1 total_charge=-3
H -3.813 -3.803 0.784 0.288
H -2.918 -4.309 -0.705 0.299
H 5.231 1.390 -0.776 0.161
N -1.715 -1.689 0.179 0.184
H -5.709 -3.312 -0.495 0.265
H -5.195 -4.801 -2.152 0.375
S 0.225 2.863 -1.548 1.897
O 5.766 -0.186 0.377 -0.804
C 3.907 1.539 0.935 0.192
C -2.505 -2.495 -0.021 -0.183
H -0.905 0.092 2.921 -0.432
H 1.137 -2.602 -0.238 -0.381
H 3.985 2.553 1.368 0.339
Ag 0.505 -0.149 0.750 -1.491
H 0.207 0.917 4.254 -0.255
H 3.236 1.575 0.047 -0.320
H -4.021 -3.867 -2.902 0.369
H 0.550 1.321 2.516 -0.443
C 5.276 1.105 0.293 -0.504
H 1.330 4.660 -0.183 0.456
O 3.168 0.740 1.779 -0.464
H -1.742 4.315 -1.668 0.398
H 1.843 -1.841 1.322 -0.334
H 1.201 5.093 -1.865 0.360
B 0.160 0.464 3.190 1.163
B 2.121 -2.240 0.274 0.896
H -0.978 4.313 -0.028 0.294
C -4.947 -3.751 -2.325 -1.559
C -3.519 -3.531 -0.231 -0.516
H 2.471 -1.343 -0.366 -0.292
C -4.782 -3.028 -0.997 -0.407
H -4.802 -1.949 -1.139 0.455
H 0.977 -0.343 3.121 -0.314
C -1.280 3.713 -0.882 -1.019
H 6.011 1.864 0.642 0.184
O 0.386 1.939 -0.352 -1.370
H 2.900 -3.088 0.321 -0.251
H -5.585 -3.228 -3.039 0.472
H 2.396 3.922 -1.416 0.347
H -1.956 2.928 -0.554 0.279
C 1.381 4.249 -1.190 -1.335

***

No. 6
8
Properties=species:S:1:pos:R:3:mulliken_charge:R:1 method="wB97M-V/def2-TZVPD" smiles=N#N.NN homo_lumo_gap_ev=9.972 de_lowest_kcal_mol=0.92 spin_multiplicity=1
N -0.929 -0.412 0.106 -0.368
N -2.227 0.246 -0.057 -0.584
H -2.103 1.101 0.479 0.238
H -0.999 -1.247 -0.465 0.241
N 2.054 -0.436 -0.128 -0.018
H -2.198 0.599 -1.014 0.237
H -0.993 -0.766 1.054 0.235
N 2.001 0.647 0.071 0.020

***

No. 7
10
Properties=species:S:1:pos:R:3:mulliken_charge:R:1 method="wB97M-V/def2-TZVPD" homo_lumo_gap_ev="10.049 / 9.671" de_lowest_kcal_mol=145.57 spin_multiplicity=1
N 0.881 0.453 0.719 -0.311
H -2.251 -0.156 -0.070 0.293
H -0.282 -1.033 1.059 0.273
H -1.026 0.686 -1.019 0.346
C -1.276 0.409 -0.099 -1.071
H -1.423 1.266 0.557 0.341
N 2.432 0.436 0.006 0.014
H 0.413 -1.033 -0.546 0.415
F 2.494 -0.544 -0.853 -0.096
C 0.038 -0.484 0.246 -0.204

***

No. 8
15
Properties=species:S:1:pos:R:3:mulliken_charge:R:1 method="wB97M-V/def2-TZVPD" homo_lumo_gap_ev="7.979 / 7.989" de_lowest_kcal_mol=151.73 spin_multiplicity=1
S -0.103 -0.759 2.865 -0.022
H -2.181 0.603 0.031 0.489
C -0.167 0.171 0.608 1.437
H -1.243 0.167 -1.227 0.523
H -1.061 1.824 -0.531 0.317
H 1.795 0.414 1.059 0.373
H 0.355 -2.140 0.729 0.305
C -0.366 -1.323 1.116 -0.712
H 1.603 -0.285 -0.680 0.425
C -1.232 0.707 -0.356 -1.814
H 1.519 1.347 -0.385 0.382
C -0.272 0.618 1.975 -0.083
C 1.363 0.397 0.029 -1.380
O -0.696 2.380 2.395 -0.586
H -1.401 -1.628 0.772 0.346